No. 1
Entry from the OMol25 dataset: 5 unconnected molecules or ions with the total composition C46H103BN2O16 (ωB97M-V/def2-TZVPD).

XYZ file:
```
168
Properties=species:S:1:pos:R:3:lowdin_charge:R:1
O -3.462 7.944 1.631 -0.197
O 5.625 -10.904 4.130 -0.125
O 3.638 -8.839 5.257 -0.193
O 4.002 -12.344 6.298 -0.194
O -1.213 -4.999 -7.612 -0.133
O -6.516 7.827 1.892 -0.125
O -2.564 -7.732 -8.053 -0.196
O -5.348 5.701 3.767 -0.196
O -0.391 6.598 6.877 -0.193
O -2.009 7.696 -2.595 0.112
O 1.461 6.854 3.819 -0.191
O 0.094 -6.427 -9.991 -0.195
O 3.861 -6.543 2.031 0.118
O 4.752 -4.673 2.780 -0.012
O 0.111 4.305 4.909 -0.134
O -0.616 3.263 -1.094 -0.116
N -0.538 5.761 -2.181 0.122
N 0.282 7.663 -3.546 -0.090
C -2.759 -1.655 -4.152 -0.110
C 4.301 -10.582 3.727 -0.179
C 3.801 -7.471 5.556 -0.113
C 5.863 -11.015 5.521 -0.189
C 0.031 5.279 7.163 -0.210
C 4.562 -3.257 2.722 -0.191
C -4.368 9.018 1.780 -0.210
C 2.706 7.065 3.198 -0.114
C -1.623 1.965 -4.500 -0.187
C 0.514 1.106 2.741 -0.209
C 0.663 5.911 3.127 -0.202
C -2.347 -5.353 -8.387 -0.184
C -6.198 6.469 1.644 -0.186
C -0.506 -0.813 -5.054 -0.204
C 4.706 -5.068 0.358 0.018
C 5.406 -12.326 6.122 -0.212
C -0.850 1.678 -5.795 -0.200
C -1.072 3.363 -2.428 -0.366
C -0.097 -5.872 -7.652 -0.184
C 0.728 -5.765 -8.914 -0.210
C -5.561 8.595 2.607 -0.184
C 1.547 7.794 -2.799 -0.064
C -0.410 4.586 -3.049 -0.142
C 0.866 4.722 6.033 -0.185
C -0.748 0.196 -6.196 -0.193
C 3.940 -9.125 3.900 -0.213
C -0.795 1.363 1.995 -0.208
C -6.402 5.559 2.834 -0.210
C 0.963 -0.366 2.697 -0.193
C 2.478 -0.580 2.491 -0.199
C -3.169 -6.478 -7.802 -0.210
C 3.172 -1.351 3.623 -0.203
C -0.764 2.097 -3.226 -0.141
C -1.522 6.980 7.623 -0.111
C -2.622 8.091 0.506 -0.105
C -0.383 5.312 4.039 -0.176
C -1.520 -1.962 -4.999 -0.256
C -0.638 1.392 0.465 -0.160
C 3.251 -2.864 3.380 -0.169
C 3.485 -13.649 6.387 -0.117
C 4.364 -5.493 1.767 -0.516
C -0.072 8.880 -4.268 -0.093
C -5.703 5.270 5.059 -0.111
C -1.442 2.504 -0.222 -0.196
C 0.544 -5.974 -11.246 -0.114
C -2.987 -8.728 -7.152 -0.114
B -0.774 7.049 -2.794 -0.704
H -4.169 -6.456 -8.257 0.128
H -5.183 6.360 1.254 0.122
H -0.022 -6.507 -12.007 0.088
H -6.440 4.519 2.479 0.128
H 0.880 -4.705 -9.156 0.127
H -1.856 3.183 0.531 0.116
H 3.568 -11.220 4.225 0.122
H 4.274 -10.798 2.657 0.127
H 0.636 5.277 8.081 0.128
H -3.868 9.857 2.284 0.128
H -4.850 5.452 5.709 0.079
H 0.147 2.126 -5.743 0.107
H -0.496 -0.306 -4.088 0.082
H -2.645 7.543 -3.299 0.101
H 3.564 -7.339 6.611 0.085
H -0.972 8.718 -4.862 0.081
H 6.949 -10.976 5.628 0.126
H -6.568 5.826 5.440 0.089
H -2.287 2.088 -0.781 0.122
H -0.897 1.234 -2.570 0.101
H 5.899 -12.456 7.097 0.127
H 5.788 -4.998 0.244 0.098
H -0.907 6.095 4.590 0.126
H 1.346 3.813 6.403 0.127
H -4.715 9.363 0.797 0.129
H 0.080 0.109 -6.903 0.103
H 2.589 7.465 2.183 0.086
H 4.187 -0.959 3.744 0.105
H 4.613 -2.889 1.696 0.112
H -1.202 5.581 -1.438 0.103
H 2.407 -3.185 2.762 0.123
H -2.374 1.185 -4.347 0.100
H -2.463 -9.645 -7.411 0.088
H -2.743 -8.457 -6.117 0.088
H -1.107 4.800 3.401 0.120
H 0.292 2.134 -3.509 0.120
H 0.155 6.406 2.288 0.124
H 3.721 -14.234 5.490 0.088
H 0.408 -0.884 1.910 0.103
H 2.403 -13.565 6.481 0.087
H -1.989 8.982 0.594 0.096
H 4.832 -7.145 5.377 0.090
H -6.094 9.501 2.903 0.127
H 3.187 -3.408 4.324 0.118
H -0.839 4.628 7.323 0.127
H -6.900 6.150 0.871 0.127
H 0.411 1.529 0.200 0.118
H 3.068 -8.894 3.276 0.125
H 3.253 7.787 3.801 0.087
H -2.367 6.307 7.437 0.081
H -1.839 -2.202 -6.017 0.097
H 2.664 -1.151 4.568 0.109
H -0.957 0.429 0.058 0.106
H -2.164 3.520 -2.440 0.152
H 0.670 -0.851 3.632 0.108
H 1.401 7.742 -1.719 0.080
H -3.209 -2.567 -3.759 0.066
H -5.940 4.199 5.077 0.089
H 2.659 -1.084 1.537 0.106
H -0.894 4.746 -4.019 0.124
H 5.716 -13.149 5.466 0.126
H 0.738 9.152 -4.948 0.084
H 1.647 5.431 5.751 0.124
H 0.648 4.371 -3.228 0.127
H -1.530 0.609 2.292 0.114
H 1.282 1.764 2.323 0.104
H 3.137 -6.843 4.953 0.083
H 4.771 -8.499 3.558 0.117
H -2.974 -4.459 -8.387 0.126
H 1.291 5.107 2.722 0.126
H -7.363 5.797 3.309 0.127
H -2.072 -5.579 -9.420 0.123
H 0.351 1.407 3.778 0.105
H 2.262 7.020 -3.084 0.081
H 4.268 -4.107 0.095 0.074
H -1.194 2.322 2.338 0.092
H 0.539 -5.552 -6.823 0.127
H -3.196 8.155 -0.422 0.076
H -4.067 -8.905 -7.221 0.088
H -1.042 -2.867 -4.620 0.100
H -3.279 -6.319 -6.721 0.128
H -1.358 2.198 -6.612 0.103
H 4.306 -5.817 -0.318 0.088
H -2.506 -1.025 -3.295 0.060
H 5.398 -2.807 3.258 0.129
H 3.875 -14.181 7.264 0.087
H 1.611 -6.178 -11.391 0.088
H -0.392 -6.909 -7.476 0.123
H -1.643 -0.082 -6.759 0.106
H -5.229 8.079 3.511 0.122
H -2.172 2.902 -4.634 0.102
H -1.794 7.986 7.309 0.089
H 2.954 0.400 2.402 0.100
H 3.285 6.136 3.141 0.088
H 1.988 8.768 -3.016 0.080
H -0.259 9.731 -3.603 0.091
H 0.375 -4.897 -11.364 0.088
H 5.432 -10.175 6.070 0.123
H -3.530 -1.137 -4.727 0.069
H 1.711 -6.221 -8.730 0.128
H 0.488 -1.248 -5.179 0.104
H -1.983 7.210 0.462 0.079
H -1.312 6.990 8.700 0.088
```

Summary:
- calculated total energy (eV) = -85784.0895
- SMILES string = CCCCCCC[C@H](CNB(O)N(C)C)OCCCCCCCCCOC(C)=O.COCCOCCOC.COCCOCCOC.COCCOCCOC.COCCOCCOC
- HOMO energy (eV) = -8.7



No. 2
Entry from the OMol25 dataset: a molecular structure, C49H49GeN4S5SiV (ωB97M-V/def2-TZVPD).

XYZ file:
```
110
Properties=species:S:1:pos:R:3:mulliken_spin:R:1
Ge -1.725 -0.315 -1.232 -0.004
V 0.363 0.808 0.135 1.312
S 5.827 -6.675 -0.464 0.000
S 2.985 -6.431 0.342 0.000
S 4.069 -4.519 -1.536 0.000
S 0.235 -5.108 0.344 0.000
S 1.551 -2.907 -1.697 -0.002
Si -0.603 0.388 2.512 -0.047
N 1.417 1.213 -2.117 -0.043
N 2.627 2.289 0.022 0.009
N 1.901 -0.367 0.449 -0.081
N -0.058 2.683 0.395 -0.081
C 2.545 2.656 -3.631 0.000
C 1.555 -1.607 0.857 0.011
C 2.105 2.332 -2.359 0.010
C 0.273 -6.180 1.807 0.000
C -1.818 -2.729 -4.726 0.006
C -4.943 0.351 1.446 0.007
C -1.694 -1.870 -2.470 -0.033
C -3.260 -0.623 -0.003 -0.012
C 2.861 -0.015 4.886 0.005
C 3.813 -2.200 1.321 0.009
C 2.626 0.850 5.945 -0.005
C -3.828 0.480 0.634 -0.003
C 2.883 3.065 1.242 0.002
C -2.324 2.692 -4.290 0.003
C -0.124 4.875 1.325 -0.002
C 1.435 1.561 5.990 0.001
C -3.685 2.952 -4.231 -0.003
C 2.474 -2.517 1.355 -0.018
C 2.487 3.156 -1.153 0.014
C 1.902 -5.168 -0.195 -0.002
C -1.077 3.041 -0.407 0.078
C -1.874 1.726 2.980 -0.016
C -1.733 -1.660 -3.847 -0.013
C 4.386 -5.912 -0.552 0.000
C 3.217 -0.067 0.400 0.047
C -4.983 -2.002 0.982 0.004
C -1.199 5.222 0.522 0.014
C -5.524 -0.897 1.622 -0.010
C -2.516 1.093 -2.465 -0.058
C -1.678 4.279 -0.376 -0.014
C -3.887 1.352 -2.443 -0.014
C 1.613 3.239 2.085 0.029
C -1.862 -4.027 -4.239 -0.012
C 4.185 -0.963 0.801 0.002
C 0.432 3.607 1.250 0.063
C 3.631 1.246 -0.190 0.007
C 2.350 1.745 -4.662 0.001
C 1.243 0.329 -3.105 -0.021
C 1.725 0.540 -4.385 -0.003
C 0.498 1.418 4.978 -0.025
C -3.855 -1.867 0.185 -0.011
C -1.351 -1.347 2.764 -0.021
C -1.721 -3.178 -1.998 -0.019
C 1.923 -0.147 3.873 0.007
C 2.387 -4.250 -1.078 0.000
C -1.818 -4.248 -2.871 0.007
C -4.464 2.273 -3.309 0.001
C -1.753 1.781 -3.413 -0.014
C 0.721 0.567 3.891 -0.031
H 2.133 -0.828 3.060 -0.002
H -2.640 1.841 2.221 0.000
H -2.239 -1.270 3.395 0.000
H 1.606 -0.226 -5.138 0.000
H 1.724 3.912 -0.950 -0.002
H -1.923 -4.863 -4.923 -0.001
H -1.713 -0.656 -4.249 -0.004
H -0.750 -6.210 2.174 0.000
H 2.716 1.960 -5.657 0.000
H 3.617 2.550 1.861 0.000
H 3.423 3.688 -1.362 0.000
H -1.417 2.705 3.144 -0.001
H -6.403 -1.006 2.243 0.000
H -3.412 1.466 0.453 -0.006
H -0.689 1.606 -3.482 0.021
H 3.295 4.047 0.989 -0.001
H 0.718 -0.586 -2.852 0.034
H -5.531 2.452 -3.261 0.000
H -1.655 -3.371 -0.937 -0.005
H 5.231 -0.694 0.730 0.000
H -5.448 -2.973 1.093 0.000
H 3.773 1.080 -1.259 -0.001
H -2.377 1.426 3.902 0.000
H 3.357 0.957 6.735 0.000
H 1.778 4.008 2.837 -0.002
H 0.500 -1.857 0.843 0.000
H -1.853 -2.543 -5.792 0.000
H 4.558 -2.895 1.683 -0.001
H -3.451 -2.741 -0.307 -0.003
H 3.061 3.591 -3.807 0.000
H -1.643 6.207 0.580 0.000
H -4.133 3.670 -4.906 0.000
H -1.662 -1.830 1.836 0.003
H 0.925 -5.770 2.576 0.000
H 0.284 5.583 2.032 0.000
H -1.704 3.193 -5.023 0.000
H 3.778 -0.592 4.853 0.000
H 1.235 2.224 6.822 0.000
H -1.839 -5.258 -2.480 0.000
H -0.430 1.972 5.050 -0.001
H 4.609 1.532 0.206 -0.001
H 1.414 2.301 2.600 0.010
H 0.591 -7.186 1.543 0.000
H -5.363 1.224 1.931 0.000
H -1.416 2.308 -1.126 -0.057
H -4.526 0.817 -1.757 -0.002
H -0.636 -1.999 3.271 -0.001
H 2.137 -3.461 1.750 -0.002
H -2.503 4.484 -1.044 -0.001
```

Summary:
- calculated total energy (eV) = -201819.3201
- HOMO energy (spin up / spin down) (eV) = -8.2 / -8.2
- 2S+1 = 2
- net charge = +1



No. 3
Entry from the OMol25 dataset: 2 unconnected molecules or ions with the total composition C17H21N2O (ωB97M-V/def2-TZVPD).

XYZ file:
```
41
Properties=species:S:1:pos:R:3:lowdin_charge:R:1
O 4.601 1.577 1.142 -0.036
N 1.882 1.447 0.978 0.007
N -1.514 0.187 0.162 0.073
C 2.616 0.184 1.035 -0.231
C -1.847 -1.191 0.116 -0.135
C -1.309 2.141 -3.048 -0.033
C -1.277 2.293 1.429 -0.034
C 3.933 0.477 1.742 -0.478
C -1.126 0.840 1.258 0.001
C -1.269 1.954 -1.654 0.014
C -2.068 -1.562 -1.226 -0.095
C -1.885 -0.208 -3.417 0.023
C -1.598 1.071 -3.913 -0.033
C -1.542 0.686 -1.174 -0.114
C -2.138 -2.030 1.177 0.014
C -2.747 -3.737 -0.473 -0.035
C -1.850 -0.395 -2.038 -0.093
C -2.498 -2.854 -1.533 0.022
C 4.881 -0.692 1.750 -0.049
C -2.599 -3.324 0.866 -0.038
H -0.403 2.864 1.087 0.096
H 5.767 -0.466 2.348 0.089
H -2.623 -3.125 -2.579 0.125
H 4.402 -1.579 2.175 0.083
H 1.743 1.816 1.921 0.090
H -0.893 0.215 2.121 0.148
H -1.059 2.756 -0.952 0.098
H -2.115 -1.059 -4.057 0.127
H -1.335 2.461 2.514 0.109
H 3.913 2.231 0.910 0.081
H -3.064 -4.760 -0.687 0.120
H 5.207 -0.938 0.732 0.092
H 3.689 0.735 2.785 0.139
H 2.082 -0.627 1.564 0.117
H -2.851 -4.013 1.671 0.117
H -2.170 2.723 0.956 0.115
H 2.826 -0.137 0.004 0.131
H -2.025 -1.659 2.194 0.116
H -1.114 3.135 -3.450 0.119
H -1.590 1.244 -4.988 0.120
H 0.969 1.321 0.554 0.020
```

Summary:
- calculated total energy (eV) = -22990.5205
- relative energy (zero: lowest compared OMol25 entry of this formula, charge and spin) (kJ/mol) = 61.9
- HOMO energy (eV) = -12.2
- net charge = +1



No. 4
Entry from the OMol25 dataset: a molecular structure, C31H57N14O2PdS (ωB97M-V/def2-TZVPD).

XYZ file:
```
106
Properties=species:S:1:pos:R:3:mulliken_spin:R:1
Pd -0.426 -0.073 0.001 1.475
S -4.084 -0.454 0.309 0.015
O -4.493 -1.254 1.420 0.026
O -4.154 0.977 0.397 0.007
N -1.376 1.043 -3.734 0.232
N -0.840 -2.209 -0.646 0.075
N -1.812 3.241 1.274 0.002
N 0.360 0.243 -2.410 0.605
N -0.691 4.322 -0.424 0.008
N 1.794 -0.003 0.090 0.155
N -8.508 -1.419 -3.436 0.312
N 0.671 0.871 -4.725 0.118
N -0.293 -0.679 4.636 0.015
N -0.064 2.135 0.198 0.074
N -2.544 -0.762 -0.154 0.057
N -3.075 -2.977 -0.835 0.025
N -0.029 -0.665 2.280 0.133
N -1.731 -1.886 3.301 -0.002
C -0.682 -1.032 3.376 0.005
C -0.412 -3.428 -0.976 0.008
C -1.768 2.330 2.412 -0.020
C 2.201 -0.683 1.339 -0.012
C -2.619 -4.183 -1.149 -0.002
C -0.487 4.260 -1.861 -0.003
C 0.142 0.437 -6.021 -0.011
C 2.273 1.397 0.046 -0.022
C -5.978 -2.084 -0.947 -0.043
C -7.489 -1.228 -2.623 0.151
C -2.449 0.352 -3.043 -0.020
C 0.194 0.637 5.030 0.000
C -6.855 0.058 -2.562 0.201
C -1.728 -3.028 2.398 -0.005
C -0.746 5.666 0.151 0.000
C -1.783 2.112 -4.636 -0.023
C 1.210 2.370 -0.456 0.029
C -5.325 -0.829 -0.938 0.241
C -1.265 -4.478 -1.221 0.006
C -0.398 -1.614 5.759 0.000
C 1.343 -0.213 2.487 -0.008
C -5.795 0.244 -1.724 -0.054
C -0.859 3.192 0.330 0.019
C -7.032 -2.291 -1.780 0.166
C -3.020 4.059 1.130 -0.001
C 1.949 1.589 -4.810 -0.004
C -2.178 -2.021 -0.543 -0.008
C 1.760 -0.183 -2.386 -0.049
C -0.076 0.700 -3.594 -0.002
C 2.211 -0.793 -1.075 0.001
C -2.858 -1.812 4.229 -0.001
H -0.416 1.009 5.856 0.000
H -0.737 3.263 -2.226 -0.001
H 0.915 -0.138 -6.530 0.003
H 0.125 1.343 4.215 0.001
H 2.570 1.698 1.047 -0.001
H -0.875 -2.964 1.732 0.003
H -2.515 2.733 -4.117 0.011
H -1.153 4.977 -2.345 0.000
H -2.811 -0.894 4.807 0.000
H -2.245 1.724 -5.546 0.014
H 1.229 0.590 5.374 0.000
H 2.060 -1.756 1.214 0.002
H -3.892 3.426 1.251 0.000
H 0.662 -3.572 -1.043 0.001
H -0.779 5.611 1.235 0.000
H -0.931 2.728 -4.910 0.006
H -1.652 -3.955 2.978 0.000
H -7.554 -3.242 -1.781 -0.005
H 3.166 1.470 -0.583 0.005
H -2.432 2.712 3.185 -0.001
H -3.306 0.293 -3.714 0.005
H 0.531 -1.570 6.329 0.000
H -2.736 0.884 -2.137 0.024
H 3.302 -0.875 -1.114 0.005
H -5.662 -2.846 -0.252 -0.002
H -5.339 1.221 -1.615 0.000
H 2.805 0.915 -4.856 0.005
H 0.153 6.214 -0.136 0.000
H 1.935 -0.908 -3.187 0.029
H 1.112 2.268 -1.550 -0.007
H -8.882 -0.663 -3.997 -0.012
H 0.538 4.508 -2.153 -0.001
H 3.260 -0.499 1.546 -0.001
H -2.654 -3.068 1.828 0.000
H -3.051 4.845 1.887 0.000
H 1.568 3.384 -0.260 0.004
H 2.067 2.283 -3.979 0.003
H -1.218 -1.358 6.434 0.001
H -3.054 4.518 0.147 0.000
H -0.121 1.282 -6.660 0.007
H -0.899 -5.463 -1.473 0.001
H -3.369 -4.942 -1.358 0.000
H 1.943 2.174 -5.730 0.001
H 1.394 0.881 2.547 0.002
H -2.085 1.326 2.152 0.005
H -0.729 -0.200 -5.887 0.003
H 1.807 -1.792 -0.956 0.010
H 2.404 0.668 -2.591 0.018
H -2.878 -2.665 4.913 0.000
H 1.762 -0.612 3.411 0.005
H -1.612 6.230 -0.203 0.000
H -0.753 2.297 2.793 0.002
H -7.249 0.881 -3.150 -0.005
H -2.137 -0.653 -2.784 -0.002
H -3.782 -1.815 3.660 0.000
H -0.530 -2.630 5.402 0.000
H -8.987 -2.312 -3.477 -0.012
```

Summary:
- calculated total energy (eV) = -72316.7363
- relative energy (zero: lowest compared OMol25 entry of this formula, charge and spin) (kJ/mol) = 53.8
- HOMO energy (spin up / spin down) (eV) = -14.8 / -14.8
- 2S+1 = 5
- net charge = +3



| no. | F_max (eV/A) |
| --- | --- |
| 1 | 0.989 |
| 2 | 2.166 |
| 3 | 2.792 |
| 4 | 1.434 |